1.
Entry from OMol25: the ion C18H40BN2O2 with charge +1 (ωB97M-V/def2-TZVPD).

The net charge is +1. For the gap between HOMO and LUMO, the calculation gives 10.18 eV. The SMILES is CCCCCCCCCCCCC[N@@H+]1CCNC[C@@H]1CB(O)O.

Cartesian coordinates (Å):
C 6.397 -2.617 0.667
C 5.630 -1.554 -0.142
C 6.176 -0.156 0.132
C 5.401 0.999 -0.504
C 3.929 1.111 -0.096
C 3.124 1.954 -1.100
C 1.987 2.768 -0.460
C 0.705 1.953 -0.361
C -0.497 2.719 0.230
C -1.266 1.851 1.235
C -2.644 2.402 1.610
C -3.829 1.974 0.699
C -3.578 0.847 -0.291
N -3.948 -0.507 0.239
C -3.142 -0.943 1.418
C -3.817 -2.147 2.072
N -4.420 -3.070 1.087
C -3.745 -2.942 -0.215
C -4.059 -1.589 -0.825
C -3.255 -1.354 -2.104
B -1.675 -1.461 -2.015
O -0.994 -1.807 -3.153
O -0.983 -1.159 -0.856
H 7.251 -3.002 0.114
H 6.773 -2.212 1.606
H 5.766 -3.471 0.910
H 5.761 -1.803 -1.195
H 4.580 -1.633 0.133
H 6.299 -0.015 1.207
H 7.187 -0.127 -0.285
H 5.502 0.929 -1.589
H 5.894 1.927 -0.208
H 3.518 0.103 -0.028
H 3.878 1.541 0.906
H 3.820 2.625 -1.603
H 2.709 1.278 -1.849
H 2.305 3.053 0.543
H 1.808 3.657 -1.065
H 0.916 1.080 0.268
H 0.434 1.567 -1.349
H -0.116 3.588 0.763
H -1.152 3.032 -0.583
H -0.661 1.805 2.142
H -1.293 0.832 0.852
H -2.580 3.489 1.570
H -2.864 2.154 2.647
H -4.131 2.832 0.102
H -4.701 1.749 1.318
H -4.229 0.998 -1.151
H -2.566 0.827 -0.675
H -4.882 -0.377 0.626
H -3.153 -0.137 2.148
H -2.112 -1.104 1.127
H -4.620 -1.755 2.701
H -3.108 -2.632 2.743
H -4.197 -4.006 1.403
H -2.663 -3.088 -0.099
H -4.133 -3.709 -0.880
H -5.118 -1.622 -1.087
H -3.511 -0.415 -2.595
H -3.585 -2.119 -2.808
H -0.325 -2.480 -3.012
H -0.197 -0.634 -1.035

***

2.
Entry from OMol25: a cluster of 11 separate species, C18H40BN3O36S7 in total (ωB97M-V/def2-TZVPD).

The net charge is +1. For the gap between HOMO and LUMO (spin up / spin down), the calculation gives 2.92 / 6.66 eV. Its spin multiplicity is 2.

Cartesian coordinates (Å):
N -1.580 0.200 -5.997
H -1.796 0.563 -6.915
H -1.113 0.887 -5.423
H -0.866 -0.503 -6.125
H -2.344 -0.219 -5.486
N 1.002 6.310 1.321
H 1.617 7.081 1.104
H 0.238 6.440 0.673
H 0.497 6.364 2.194
H 1.378 5.400 1.098
N -6.016 -2.312 0.522
H -5.954 -3.293 0.287
H -6.820 -2.035 -0.023
H -5.146 -1.851 0.295
H -6.226 -2.065 1.478
O 0.617 3.862 0.766
C 0.149 2.736 0.484
O -0.821 2.382 -0.425
B -0.928 0.924 -0.508
O 0.129 0.438 0.436
C 0.828 1.451 0.885
O 1.847 1.358 1.615
O -2.206 0.299 -0.043
C -2.681 -0.519 -0.930
O -3.662 -1.232 -0.908
C -1.717 -0.426 -2.166
O -0.686 0.352 -1.809
O -1.901 -0.908 -3.268
C 0.390 2.828 4.835
C 1.905 2.567 4.603
O 2.372 3.851 4.083
S 1.742 5.102 4.949
O 1.394 6.157 4.001
O 2.461 5.460 6.157
O 0.409 4.180 5.284
H -0.142 2.151 5.504
H -0.147 2.750 3.890
H 2.301 1.794 3.946
H 2.492 2.345 5.494
C 4.348 -0.656 2.733
C 4.016 -1.249 1.331
O 5.080 -0.450 0.657
S 6.550 -0.649 1.399
O 7.471 0.432 1.021
O 7.041 -2.007 1.384
O 5.707 -0.333 2.809
H 4.167 -1.268 3.617
H 3.668 0.135 3.051
H 3.065 -0.997 0.862
H 4.275 -2.304 1.237
C -1.555 -1.890 2.631
C -0.518 -2.653 1.770
O 0.673 -2.391 2.406
S 0.578 -2.352 4.032
O 1.625 -1.468 4.557
O 0.539 -3.714 4.504
O -0.996 -1.657 3.939
H -2.469 -2.483 2.668
H -1.898 -0.956 2.184
H -0.556 -2.372 0.718
H -0.694 -3.727 1.815
C -7.251 -0.014 -4.023
C -6.272 -0.061 -2.902
O -6.630 -1.117 -2.001
S -7.901 -2.031 -2.559
O -8.912 -2.142 -1.565
O -7.335 -3.217 -3.206
O -8.337 -0.867 -3.678
H -6.866 -0.294 -5.004
H -7.559 1.020 -4.177
H -6.390 0.836 -2.294
H -5.256 -0.259 -3.244
C 1.361 -2.175 -2.061
C 2.325 -0.964 -2.054
O 2.717 -0.668 -3.454
S 2.049 -1.796 -4.573
O 3.129 -2.660 -5.031
O 1.326 -1.099 -5.610
O 1.067 -2.489 -3.416
H 0.449 -2.112 -1.467
H 1.938 -2.975 -1.598
H 3.281 -1.057 -1.539
H 1.849 -0.049 -1.700
C -2.414 -4.114 -1.971
C -1.792 -4.611 -3.253
O -1.443 -5.928 -2.967
S -0.726 -6.007 -1.455
O 0.682 -5.589 -1.523
O -1.105 -7.273 -0.845
O -1.644 -4.788 -0.839
H -3.454 -4.439 -1.993
H -2.171 -3.055 -2.051
H -0.893 -4.088 -3.581
H -2.307 -4.532 -4.211
C 4.294 3.041 1.126
C 5.743 3.302 1.518
O 5.917 4.718 1.638
S 4.552 5.640 1.378
O 4.731 6.719 0.410
O 3.945 5.932 2.683
O 3.952 4.303 0.611
H 3.622 2.837 1.959
H 4.076 2.307 0.351
H 6.406 3.294 0.653
H 6.115 2.662 2.318

***

3.
Entry from OMol25: a structure of composition C18H40Cl12FGaN3O2 (ωB97M-V/def2-TZVPD).

The net charge is -1. For the gap between HOMO and LUMO, the calculation gives 7.09 eV.

Cartesian coordinates (Å):
C 3.032 -3.963 -2.935
C 3.310 -2.461 -2.767
O 2.320 -1.657 -3.376
Ga 2.529 0.125 -2.718
C 0.674 1.060 -2.942
C 0.198 1.654 -1.683
O -0.497 1.100 -0.913
F 0.561 2.935 -1.346
C 3.993 1.197 -3.687
C 5.378 1.193 -3.002
N 5.990 -0.133 -2.863
N 5.333 1.804 -1.673
N 6.300 1.982 -3.892
H 3.190 -4.285 -3.971
H 3.772 -4.502 -2.313
H 2.042 -4.263 -2.567
H 3.447 -2.156 -1.712
H 4.264 -2.264 -3.305
H 2.857 0.084 -1.145
H 0.784 1.862 -3.687
H -0.083 0.324 -3.242
H 4.049 0.940 -4.757
H 3.648 2.251 -3.669
H 5.535 -0.687 -2.145
H 6.007 -0.640 -3.741
H 4.385 2.075 -1.436
H 5.643 1.102 -1.010
H 6.987 1.340 -4.282
H 6.847 2.622 -3.313
Cl -5.677 -0.607 0.724
C -4.109 0.147 1.159
C -2.945 -0.788 0.946
Cl -2.963 -2.144 2.105
H -4.172 0.477 2.191
H -3.995 1.027 0.527
H -2.008 -0.253 1.094
H -2.941 -1.203 -0.060
Cl -2.188 1.861 3.102
C -2.860 3.151 4.126
C -3.074 2.684 5.543
Cl -4.377 1.473 5.640
H -3.791 3.489 3.675
H -2.152 3.978 4.107
H -3.367 3.525 6.171
H -2.172 2.244 5.963
Cl -7.972 -0.391 6.164
C -7.831 -1.229 4.595
C -8.416 -0.424 3.462
Cl -10.192 -0.297 3.574
H -8.313 -2.199 4.688
H -6.768 -1.391 4.418
H -8.192 -0.908 2.513
H -8.007 0.584 3.436
Cl 7.878 3.915 -1.696
C 7.781 3.786 0.071
C 8.961 4.427 0.759
Cl 10.478 3.530 0.481
H 7.693 2.731 0.325
H 6.862 4.286 0.374
H 8.796 4.441 1.836
H 9.110 5.451 0.423
Cl -5.662 0.711 -3.895
C -4.603 0.707 -2.459
C -3.351 1.520 -2.655
Cl -2.232 0.784 -3.821
H -4.369 -0.328 -2.218
H -5.184 1.126 -1.638
H -2.811 1.589 -1.709
H -3.575 2.530 -2.995
Cl -3.110 -5.455 4.042
C -2.896 -5.946 2.343
C -2.186 -7.271 2.217
Cl -0.479 -7.173 2.718
H -2.357 -5.152 1.829
H -3.892 -6.019 1.906
H -2.193 -7.594 1.177
H -2.668 -8.040 2.817

***

Question: Which of these has the lowest net charge?
Answer: C18H40Cl12FGaN3O2

***

Question: Which value of net charge does entry 2 give?
Answer: +1

***

Question: What is the net charge in the second record?
Answer: +1